1.
ORCA calculation (wB97M-V/def2-TZVPD) on C16H11Cl40IN2O3P as an isolated structure in a non-equilibrium geometry.

Summary:
**Total charge**: +1
**Energy**: -544168.7747 eV

```
74
Properties=species:S:1:pos:R:3:forces:R:3
I -4.109 2.666 -0.807 -0.06 0.11 0.01
Cl -0.340 -1.416 6.091 -0.01 -0.01 0.08
Cl 1.243 -2.917 -5.358 -0.32 1.94 -1.05
Cl -3.047 -2.716 -3.194 -0.13 0.19 -0.06
Cl 7.786 -4.143 -4.295 0.01 0.00 0.01
Cl -1.582 3.512 3.431 0.03 -0.01 -0.04
Cl 3.853 -3.319 3.235 0.08 -0.01 -0.04
Cl 5.084 -4.956 -3.682 0.18 0.10 -0.14
Cl 2.849 -6.211 -2.014 -0.24 -0.03 0.12
Cl -5.825 -2.367 -2.499 -0.02 0.02 0.01
Cl 0.416 -5.078 -7.078 -0.12 -0.01 -0.47
Cl 1.497 -5.400 -4.446 2.31 -2.80 1.60
Cl 0.293 1.367 2.905 -0.14 0.01 0.06
Cl -3.771 -0.906 -1.094 0.04 -0.03 0.18
Cl 5.134 -5.784 5.532 0.06 0.05 -0.08
Cl 0.563 -4.094 6.741 -0.05 0.00 -0.10
Cl 1.885 -3.503 -2.312 0.09 0.06 0.22
Cl 7.126 0.366 0.228 0.02 -0.01 0.00
Cl 5.420 1.630 -1.723 -0.01 0.01 -0.02
Cl -2.483 1.062 2.201 -0.16 -0.08 0.02
Cl -1.038 -4.521 -4.656 -1.57 0.51 -0.51
Cl -1.963 -3.137 7.736 -0.04 -0.01 0.00
Cl 3.313 -2.515 10.738 0.04 0.02 0.06
Cl 5.262 -4.532 10.072 0.03 -0.02 0.00
Cl -4.399 -0.247 -3.838 0.01 0.03 -0.01
Cl 3.781 -3.216 7.981 0.09 0.00 -0.04
Cl 5.555 -2.629 -5.316 -0.04 0.06 -0.01
Cl 3.598 -7.259 7.452 0.11 -0.08 -0.04
Cl 5.164 2.303 1.072 -0.01 0.02 0.01
Cl 2.454 -5.079 9.741 -0.10 0.07 0.15
Cl 6.108 -5.259 -6.358 -0.01 -0.01 -0.02
Cl 0.500 -2.056 8.773 -0.07 0.03 -0.01
Cl -0.811 2.855 0.718 0.18 0.20 -0.05
Cl 1.012 -2.907 3.385 0.00 -0.06 -0.14
Cl 4.321 -0.286 0.137 0.21 0.09 -0.30
Cl 2.761 -0.672 2.936 0.06 -0.07 0.21
Cl 6.485 -7.302 7.577 0.00 0.01 0.03
Cl 0.024 -5.678 -1.989 -0.01 -0.14 0.37
Cl -1.199 -2.696 -6.878 0.04 -0.05 0.01
Cl 5.119 -8.669 5.443 -0.01 0.00 -0.02
Cl 2.366 -2.651 0.848 -0.06 -0.07 0.23
P -3.354 7.889 -2.549 -1.35 0.61 0.21
O -2.625 7.657 -1.168 0.32 0.06 0.14
O -2.296 8.658 -3.423 0.40 -0.24 -0.25
O -4.650 8.569 -2.393 0.16 -0.21 -0.17
N -6.646 4.527 -2.020 0.20 0.13 -0.37
N -4.217 4.147 -2.271 0.06 -0.24 0.20
C -0.140 -3.805 -5.999 -0.27 0.43 -0.10
C -4.267 -1.570 -2.662 0.03 -0.09 0.03
C -3.572 6.223 -3.256 0.36 0.25 0.02
C -1.134 2.211 2.334 0.04 -0.06 -0.06
C -5.357 5.115 -2.204 -0.93 1.26 0.58
C -5.068 5.919 -3.458 0.36 -1.11 -0.05
C 5.089 -7.259 6.503 -0.09 -0.04 0.00
C 5.511 0.999 -0.073 0.01 0.02 0.00
C 3.703 -3.837 9.632 0.00 -0.01 -0.01
C 2.501 -2.389 2.601 -0.11 -0.04 -0.03
C -0.662 4.093 -2.736 -0.27 0.07 -0.14
C -1.792 4.492 -2.692 0.60 -0.21 0.44
C 1.568 -5.199 -2.696 0.05 -0.16 -0.16
C -3.038 5.103 -2.314 -0.64 -0.12 -0.44
C 6.136 -4.249 -4.912 0.03 -0.01 0.02
C -0.306 -2.680 7.335 -0.04 0.06 0.08
H -2.980 5.449 -1.288 0.22 0.13 0.13
H -6.889 4.536 -1.037 0.04 -0.28 0.07
H -4.302 3.646 -3.158 0.07 -0.12 0.00
H -5.140 5.813 -1.392 0.37 -0.31 0.44
H -2.643 8.891 -4.295 0.10 0.24 0.01
H 0.345 3.751 -2.773 0.08 -0.09 -0.14
H -3.033 6.202 -4.197 0.11 -0.12 -0.16
H -7.336 5.132 -2.453 -0.08 -0.24 -0.30
H -2.961 8.326 -0.551 0.19 -0.05 0.17
H -5.154 5.214 -4.285 -0.31 0.27 -0.44
H -5.698 6.784 -3.588 -0.09 0.22 0.02
```
Forces are in eV/Å.


2.
ORCA calculation (wB97M-V/def2-TZVPD) on C32H28Br2N2O3PRe as an isolated structure in a non-equilibrium geometry.

Summary:
**Total charge**: +1
**Multiplicity**: 2
**<S²>**: 0.77
**Energy**: -194259.7009 eV

```
69
Properties=species:S:1:pos:R:3:forces:R:3
Re -0.531 0.526 -0.612 0.93 0.53 1.33
Br 3.039 4.326 4.456 0.00 -0.11 -0.14
Br 3.725 -0.655 1.863 0.18 0.17 0.00
P -0.849 -1.759 0.198 -0.47 0.02 -0.20
O -4.501 -0.588 0.692 0.06 0.25 0.00
O -2.527 0.346 0.325 2.10 2.26 -0.76
O 1.178 0.215 0.499 -1.73 -0.65 -1.63
N -2.011 1.107 -2.367 0.86 -0.17 0.39
N -0.249 2.456 0.737 -0.77 -1.27 -0.69
C 0.863 2.324 1.495 0.96 -0.33 0.42
C 1.364 -3.251 -0.404 -0.13 0.02 -0.12
C 0.607 -2.430 2.514 -0.25 -0.03 -0.07
C 0.824 0.802 -2.207 -1.37 -0.34 -0.03
C -3.038 0.100 -2.679 -0.25 -0.34 0.13
C 3.023 1.013 -3.236 -0.10 0.00 0.14
C -1.065 3.457 0.984 -0.29 0.23 0.14
C -0.031 -3.256 -0.383 0.09 0.34 -0.13
C -0.358 -1.596 1.951 0.02 -0.09 -0.03
C 0.639 -1.076 4.502 0.00 -0.06 -0.01
C 2.048 -4.426 -0.650 0.08 0.00 -0.05
C -0.846 -0.525 2.703 -0.11 0.02 -0.07
C -1.217 1.367 -3.601 0.43 -0.06 -0.27
C -0.351 -0.268 3.965 0.06 -0.02 0.07
C 1.094 -2.169 3.784 0.02 0.06 0.08
C -0.735 -4.421 -0.675 0.02 0.17 0.06
C 2.777 0.959 2.063 -0.86 -0.35 -0.91
C -2.690 2.348 -1.959 -0.23 0.33 0.25
C -2.653 -2.037 0.184 0.05 0.44 0.07
C 1.247 3.281 2.469 -0.03 -0.21 -0.21
C 0.275 1.312 -3.400 -0.25 0.13 0.20
C -0.809 4.411 1.974 0.11 0.03 -0.05
C 2.460 1.557 -4.381 -0.22 -0.01 0.05
C 3.220 1.938 2.944 -0.19 0.66 0.42
C 1.347 -5.597 -0.903 -0.04 0.05 0.03
C -0.038 -5.587 -0.937 0.06 -0.11 -0.01
C 2.463 3.067 3.163 0.27 -0.18 0.15
C 0.356 4.347 2.695 -0.12 -0.06 -0.20
C 2.218 0.655 -2.172 0.34 -0.29 0.34
C -3.324 -0.644 0.434 -0.63 -2.44 0.00
C 1.088 1.712 -4.453 -0.02 0.00 -0.01
C 1.609 1.122 1.311 0.94 1.27 1.16
H 0.981 -3.284 1.972 0.04 0.01 0.01
H 4.148 1.793 3.476 0.02 -0.01 0.07
H 4.092 0.876 -3.174 0.10 -0.02 0.06
H 0.638 2.128 -5.343 -0.04 0.02 -0.12
H -1.814 -4.430 -0.689 -0.09 -0.01 0.06
H 1.855 -2.813 4.199 0.05 -0.07 0.06
H -2.563 -0.864 -2.857 0.00 0.03 -0.05
H -2.972 -2.401 -0.798 0.05 0.05 0.08
H 2.682 0.242 -1.289 0.01 0.00 0.09
H -3.281 2.167 -1.061 0.14 -0.06 -0.02
H -3.606 0.390 -3.566 0.07 0.07 -0.04
H 3.128 -4.430 -0.632 0.09 -0.01 -0.03
H -1.606 0.126 2.302 -0.06 0.06 0.00
H 1.048 -0.854 5.475 0.04 -0.02 0.14
H 3.081 1.844 -5.213 0.10 0.07 -0.12
H -2.976 -2.757 0.939 0.03 0.13 -0.07
H 0.583 5.098 3.436 0.04 0.01 0.10
H -3.742 0.012 -1.857 0.03 0.01 0.04
H -1.465 0.606 -4.347 -0.10 0.10 0.10
H 1.895 -2.331 -0.198 0.10 0.06 0.05
H -1.973 3.512 0.404 -0.07 -0.06 -0.04
H -1.947 3.123 -1.765 -0.01 -0.03 -0.07
H 1.883 -6.519 -1.065 0.05 -0.09 -0.07
H -1.533 5.187 2.159 -0.05 0.10 -0.05
H -0.581 -6.496 -1.146 -0.04 -0.09 -0.03
H -0.731 0.573 4.524 -0.05 0.07 0.07
H -3.367 2.700 -2.744 0.08 -0.06 -0.07
H -1.496 2.338 -4.026 -0.08 -0.15 0.05
```
Forces are in eV/Å.


3.
ORCA calculation (wB97M-V/def2-TZVPD) on a 2-piece molecular cluster, CH6OS overall in a non-equilibrium geometry.

Summary:
**SMILES**: CS.O
**ΔE to the lowest compared entry with this formula, charge and spin**: 0.805 eV

```
9
Properties=species:S:1:pos:R:3:forces:R:3
S 1.910 -1.205 -0.805 -0.76 0.34 1.38
O -1.561 1.060 1.415 -2.40 -3.82 1.37
C 0.353 -0.296 -0.100 1.32 -0.95 -1.46
H 0.108 -0.949 0.788 -0.14 0.96 -1.23
H -1.190 1.518 0.740 1.96 3.10 -2.78
H -0.340 -0.289 -0.997 0.32 -0.21 1.57
H 0.602 0.742 0.185 0.07 -0.82 -0.05
H -1.788 0.262 0.847 -0.05 0.97 1.67
H 1.907 -0.842 -2.073 -0.32 0.41 -0.47
```
Forces are in eV/Å.


4.
ORCA calculation (wB97M-V/def2-TZVPD) on a 2-piece molecular cluster, C9H15F3N5O overall.

Summary:
**Total charge**: +1
**Energy**: -27218.1984 eV

```
33
Properties=species:S:1:pos:R:3:forces:R:3
F -4.104 3.128 -0.646 0.00 -0.09 0.01
F -4.943 2.129 1.090 0.03 0.07 -0.32
F -5.354 1.358 -0.914 0.29 0.33 0.31
O -2.189 1.648 0.674 -0.06 0.13 -0.20
N -0.483 -2.623 -0.426 -0.15 0.11 0.07
N 1.785 1.971 -1.483 0.05 0.04 0.04
N 1.520 1.286 -0.399 0.17 0.26 -0.29
N 0.330 3.089 -0.362 0.10 -0.44 0.62
N 1.086 3.058 -1.457 -0.18 -0.21 0.13
C -4.418 1.929 -0.129 -0.37 -0.19 -0.05
C 2.943 -4.147 0.402 -0.03 0.03 -0.04
C 0.623 1.974 0.316 -0.01 0.30 -0.34
C -0.007 1.512 1.561 -0.10 -0.28 -0.15
C 2.039 -1.962 -0.545 0.30 -0.06 -0.11
C -3.231 1.005 -0.048 0.36 0.00 0.35
C 0.629 -2.340 -0.469 0.09 0.05 -0.05
C 2.978 -3.155 -0.755 -0.01 -0.24 0.14
C -1.249 0.721 1.179 -0.40 0.13 -0.10
H -1.646 0.200 2.047 -0.03 -0.06 0.17
H 3.643 -4.962 0.226 0.00 -0.01 0.02
H -3.563 0.114 0.478 -0.11 -0.20 0.06
H -2.890 0.716 -1.039 -0.07 0.04 -0.26
H 3.992 -2.771 -0.875 -0.03 0.08 -0.03
H 2.154 -1.250 -1.363 -0.06 0.01 0.00
H -1.008 -0.020 0.417 0.12 -0.23 -0.04
H -0.345 3.801 -0.109 -0.06 0.20 -0.26
H 1.951 -4.584 0.523 -0.01 0.01 0.00
H 1.089 3.764 -2.183 0.03 0.05 -0.10
H 2.303 -1.435 0.373 -0.01 -0.01 0.03
H 3.219 -3.665 1.342 0.00 -0.01 0.01
H 2.719 -3.665 -1.684 -0.02 0.05 -0.03
H -0.252 2.345 2.207 -0.09 0.11 0.21
H 0.679 0.834 2.052 0.27 0.01 0.19
```
Forces are in eV/Å.